Record 1
The following is a quantum chemistry calculation of a molecular structure, C33H51BBeF4N3O6 at a distorted geometry, from the Open Molecules 2025 dataset.

Cartesian coordinates (Å):
Be  1.71  -0.01  1.16
B  -0.53  -0.55  -0.49
F  0.75  -0.22  -0.96
F  -1.36  -0.92  -1.53
F  -0.33  -1.56  0.47
F  -1.08  0.50  0.24
N  2.23  -2.46  1.28
C  1.97  -3.39  0.34
C  2.57  -4.63  0.29
C  3.40  -4.98  1.33
C  3.65  -4.10  2.37
C  3.01  -2.85  2.30
H  1.22  -3.20  -0.41
H  2.31  -5.37  -0.46
H  3.82  -5.98  1.34
H  4.24  -4.37  3.23
H  3.16  -2.11  3.07
N  -3.85  -1.25  3.09
C  -5.19  -1.42  3.04
C  -6.04  -0.67  2.23
C  -5.47  0.29  1.42
C  -4.07  0.49  1.38
C  -3.35  -0.36  2.22
H  -5.56  -2.10  3.80
H  -7.11  -0.73  2.36
H  -6.08  0.81  0.69
H  -3.59  1.16  0.69
H  -2.27  -0.30  2.09
N  2.29  2.08  0.11
C  1.62  2.67  -0.90
C  2.00  3.78  -1.63
C  3.23  4.37  -1.32
C  4.00  3.73  -0.38
C  3.49  2.66  0.32
H  0.71  2.17  -1.20
H  1.37  4.06  -2.46
H  3.65  5.17  -1.93
H  4.99  4.10  -0.15
H  3.98  2.36  1.24
C  2.03  -0.79  -3.83
C  1.20  -0.77  -5.09
O  1.73  -0.58  -6.16
C  -0.28  -0.93  -4.90
H  3.09  -0.76  -4.10
H  1.76  -1.65  -3.22
H  1.89  0.04  -3.13
H  -0.75  -0.16  -4.29
H  -0.45  -1.89  -4.41
H  -0.80  -0.92  -5.86
C  -4.62  -1.07  -1.56
C  -4.53  -1.22  -3.06
O  -5.37  -0.80  -3.83
C  -3.40  -2.04  -3.66
H  -4.92  -2.02  -1.11
H  -5.33  -0.31  -1.24
H  -3.66  -0.77  -1.15
H  -3.51  -2.29  -4.71
H  -3.46  -3.00  -3.13
H  -2.41  -1.67  -3.40
C  -1.77  4.05  -1.30
C  -2.84  3.15  -1.90
O  -4.01  3.38  -1.81
C  -2.31  1.97  -2.69
H  -2.28  4.85  -0.75
H  -1.03  4.45  -1.99
H  -1.32  3.55  -0.44
H  -1.80  2.30  -3.59
H  -3.18  1.40  -3.04
H  -1.69  1.26  -2.13
C  5.57  0.64  -1.45
C  4.72  -0.44  -0.80
O  3.52  -0.36  -0.63
C  5.45  -1.73  -0.46
H  5.98  0.24  -2.38
H  6.38  0.92  -0.78
H  4.94  1.49  -1.70
H  4.91  -2.25  0.33
H  6.49  -1.59  -0.15
H  5.54  -2.34  -1.36
C  -1.50  3.04  2.87
C  -0.04  2.74  2.86
O  0.44  1.76  2.33
C  0.83  3.77  3.54
H  -1.77  3.68  2.03
H  -1.81  3.60  3.75
H  -2.12  2.14  2.91
H  1.30  4.47  2.85
H  1.62  3.27  4.10
H  0.25  4.39  4.22
C  -0.39  -3.16  3.40
C  -0.34  -1.70  3.75
O  0.35  -0.96  3.08
C  -0.99  -1.23  5.03
H  -1.00  -3.81  4.03
H  0.58  -3.65  3.49
H  -0.79  -3.24  2.39
H  -1.45  -0.26  4.87
H  -0.29  -1.14  5.87
H  -1.80  -1.93  5.23

The calculation puts the strongest force on any atom at 2.298 eV/Å. As for the charge: +1. The HOMO energy is -10.60 eV. The total energy comes out at -63749.563 eV. The frontier orbital gap is 0.2165 Eh.


Record 2
The following is a quantum chemistry calculation of 2 unconnected molecules or ions with the total composition C4H12N2O2 at a distorted geometry, from the Open Molecules 2025 dataset.

Cartesian coordinates (Å):
C  1.20  -0.12  -1.09
N  0.68  0.39  -2.37
N  2.18  0.75  -0.51
H  0.10  1.21  -2.17
H  2.94  0.92  -1.17
H  0.07  -0.29  -2.80
H  1.75  1.65  -0.30
H  1.65  -1.10  -1.28
H  0.16  -0.12  -0.49
C  -2.33  -1.26  0.25
C  0.40  0.36  2.13
C  -0.66  0.21  1.09
O  -1.25  -1.00  1.14
O  -1.04  1.10  0.31
H  -3.03  -1.91  0.76
H  -1.94  -1.73  -0.66
H  -2.81  -0.33  -0.05
H  1.19  1.03  1.80
H  0.79  -0.61  2.43
H  -0.06  0.85  2.99

The calculation puts the strongest force on any atom at 4.068 eV/Å. As for the charge: 0. The HOMO energy is -8.87 eV. The total energy comes out at -11416.963 eV. The frontier orbital gap is 0.3587 Eh.


Record 3
The following is a quantum chemistry calculation of a molecular structure, C4H11N2O at a distorted geometry, from the Open Molecules 2025 dataset.

Cartesian coordinates (Å):
C  -0.07  -0.74  0.51
N  1.03  -0.76  -0.43
C  2.26  -0.04  -0.04
O  3.20  -0.16  -0.99
C  -0.76  0.63  0.69
N  -1.64  0.96  1.63
C  -3.45  0.10  -1.04
H  -0.86  -1.45  0.23
H  0.26  -1.05  1.51
H  0.81  -0.46  -1.37
H  1.99  1.01  0.20
H  2.49  -0.48  0.96
H  -0.47  0.90  1.89
H  -0.26  1.31  0.00
H  -2.88  0.71  -1.72
H  -4.52  0.28  -1.25
H  -3.28  -0.98  -1.11
H  -3.18  0.40  -0.01

The calculation puts the strongest force on any atom at 2.523 eV/Å. As for the charge: 0. The HOMO energy (spin up / spin down) is -8.48 / -8.48 eV. The total energy comes out at -9347.376 eV. The frontier orbital gap (spin up / spin down) is 0.3271 / 0.2285 Eh. As for the expectation value of S²: 0.755. As for the spin multiplicity: 2.


Record 4
The following is a quantum chemistry calculation of a gas-phase ion, C7H8N3O2 (charge +1) at a distorted geometry, from the Open Molecules 2025 dataset.

Cartesian coordinates (Å):
C  2.42  -1.13  0.93
C  1.10  -0.69  0.77
C  3.38  -0.54  0.06
C  1.83  0.66  -1.13
C  0.82  0.14  -0.31
C  -1.87  0.18  -0.02
C  -2.94  1.18  0.09
N  3.04  0.28  -0.91
N  -0.50  0.69  -0.35
N  -2.15  -1.18  0.11
O  -3.32  -1.50  0.00
O  -1.20  -1.94  -0.01
H  2.77  -1.75  1.76
H  0.25  -1.24  1.28
H  4.55  -0.73  0.15
H  1.70  1.44  -1.88
H  -3.11  1.50  -1.05
H  -3.78  0.75  0.59
H  -2.49  2.16  0.57
H  -0.51  1.71  -0.65

The calculation puts the strongest force on any atom at 8.394 eV/Å. As for the charge: +1. The HOMO energy (spin up / spin down) is -13.70 / -13.70 eV. The total energy comes out at -15940.679 eV. The frontier orbital gap (spin up / spin down) is 0.2314 / 0.2318 Eh.


Record 5
The following is a quantum chemistry calculation of a molecular structure, C46H50AsN4O3PS6W at a distorted geometry, from the Open Molecules 2025 dataset.

Cartesian coordinates (Å):
W  0.11  0.48  -0.37
C  -1.93  -1.84  2.80
C  -0.87  -1.41  1.84
N  -1.18  -0.60  0.80
N  -2.51  -0.27  0.69
C  -2.94  0.14  -0.45
S  -1.93  0.26  -1.88
S  -4.62  0.54  -0.66
C  -5.11  0.98  1.06
C  -4.80  2.42  1.32
C  -5.61  3.40  0.75
C  -5.33  4.74  0.94
C  -4.23  5.12  1.69
C  -3.42  4.15  2.25
C  -3.70  2.81  2.08
C  0.47  -1.88  2.03
C  0.75  -2.87  3.00
C  2.01  -3.36  3.21
C  3.09  -2.89  2.49
C  2.88  -1.92  1.53
C  1.61  -1.41  1.29
O  1.48  -0.43  0.38
H  -2.86  -1.30  2.61
H  -1.61  -1.60  3.82
H  -2.12  -2.91  2.72
H  -4.58  0.30  1.73
H  -6.19  0.79  1.10
H  -6.46  3.10  0.16
H  -5.97  5.49  0.49
H  -4.00  6.17  1.82
H  -2.55  4.44  2.84
H  -3.07  2.06  2.53
H  -0.06  -3.27  3.59
H  2.16  -4.12  3.96
H  4.09  -3.27  2.67
H  3.69  -1.53  0.93
S  -1.24  2.56  0.06
C  -0.57  3.69  -1.11
C  -1.40  4.64  -1.69
C  -0.87  5.55  -2.58
C  0.49  5.51  -2.88
C  1.33  4.60  -2.25
C  0.81  3.66  -1.36
As  1.82  2.37  -0.28
C  3.64  2.90  -1.06
C  4.08  2.69  -2.37
C  5.31  3.18  -2.78
C  6.11  3.89  -1.91
C  5.69  4.11  -0.60
C  4.47  3.62  -0.18
C  1.18  0.56  -2.29
C  2.34  -0.21  -2.48
C  2.89  -0.44  -3.73
C  2.33  0.15  -4.85
C  1.23  0.98  -4.70
C  0.67  1.18  -3.45
H  -2.44  4.65  -1.42
H  -1.50  6.29  -3.04
H  0.91  6.21  -3.59
H  2.39  4.62  -2.43
H  3.45  2.16  -3.06
H  5.63  3.02  -3.80
H  7.07  4.26  -2.24
H  6.31  4.67  0.08
H  4.11  3.78  0.83
H  2.83  -0.65  -1.60
H  3.78  -1.05  -3.82
H  2.76  -0.02  -5.83
H  0.82  1.49  -5.56
H  -0.21  1.83  -3.38
C  0.91  -5.20  -5.31
C  0.34  -3.91  -4.83
C  -0.26  -2.97  -5.62
C  -0.76  -1.79  -5.04
N  -0.59  -1.55  -3.73
C  -0.03  -2.45  -2.97
S  0.19  -2.26  -1.30
N  0.42  -3.65  -3.49
C  -1.49  -0.77  -5.84
H  0.80  -5.28  -6.39
H  0.40  -6.04  -4.84
H  1.97  -5.27  -5.06
H  -0.35  -3.13  -6.68
H  0.81  -4.31  -2.84
H  -2.01  -1.22  -6.67
H  -0.78  -0.04  -6.24
H  -2.19  -0.23  -5.21
C  2.30  -0.04  5.14
C  2.74  1.39  4.89
C  3.63  1.49  3.65
O  1.64  2.29  4.80
P  0.19  2.02  4.14
S  -1.05  0.96  5.24
S  0.50  1.28  2.28
O  -0.36  3.51  4.09
C  0.30  4.73  3.72
C  1.15  4.59  2.46
C  1.09  5.29  4.90
H  3.16  -0.66  5.36
H  1.80  -0.43  4.26
H  1.61  -0.07  5.98
H  3.30  1.77  5.76
H  3.11  1.10  2.78
H  4.53  0.90  3.81
H  3.91  2.52  3.46
H  -0.54  5.41  3.51
H  1.89  3.80  2.58
H  1.67  5.52  2.25
H  0.52  4.34  1.61
H  1.98  4.70  5.07
H  0.47  5.26  5.79
H  1.36  6.31  4.68

The calculation puts the strongest force on any atom at 4.747 eV/Å. As for the charge: 0. The HOMO energy (spin up / spin down) is -6.28 / -6.21 eV. The total energy comes out at -197581.532 eV. The frontier orbital gap (spin up / spin down) is 0.1768 / 0.1707 Eh.


Record 6
The following is a quantum chemistry calculation of a molecular structure, C11H26GeNOTi at a distorted geometry, from the Open Molecules 2025 dataset.

Cartesian coordinates (Å):
Ti  0.00  0.00  0.00
N  -3.32  -1.08  1.64
C  -2.16  -0.81  0.98
O  -1.41  0.08  1.34
C  -1.84  -1.67  -0.20
C  -1.43  -0.79  -1.35
H  -3.57  -0.46  2.40
H  -4.03  -1.69  1.27
H  -2.72  -2.26  -0.50
H  -1.04  -2.36  0.07
H  -2.15  0.04  -1.63
H  -1.13  -1.39  -2.13
C  0.09  7.16  -1.30
C  0.13  5.79  -0.64
C  0.97  4.81  -1.46
C  1.08  3.42  -0.81
Ge  -0.60  2.41  -0.78
C  -2.14  2.95  0.32
C  -1.89  2.89  1.83
C  -0.90  3.95  2.33
C  -0.74  3.88  3.85
H  -0.52  7.86  -0.69
H  -0.36  7.09  -2.32
H  1.12  7.58  -1.39
H  -0.91  5.42  -0.55
H  0.56  5.90  0.38
H  2.00  5.22  -1.55
H  0.55  4.70  -2.48
H  1.52  3.50  0.21
H  1.79  2.82  -1.42
H  -1.09  2.33  -2.25
H  -2.94  2.22  0.08
H  -2.51  3.95  0.03
H  -1.53  1.87  2.10
H  -2.86  3.06  2.34
H  -1.27  4.96  2.06
H  0.09  3.79  1.87
H  -1.71  4.06  4.35
H  -0.02  4.66  4.18
H  -0.35  2.88  4.15
H  0.41  -1.63  0.53

The calculation puts the strongest force on any atom at 7.233 eV/Å. As for the charge: +2. The HOMO energy (spin up / spin down) is -16.52 / -16.69 eV. The total energy comes out at -94975.926 eV. The frontier orbital gap (spin up / spin down) is 0.2394 / 0.2305 Eh. As for the expectation value of S²: 0.787. As for the spin multiplicity: 2.